(1)
A cluster of 4 separate species, C56H44F4N2O11S2 in total. Source: OMol25; level of theory: ωB97M-V/def2-TZVPD.

The geometry in XYZ format:
```
119
Properties=species:S:1:pos:R:3:forces:R:3
O -2.63137 -5.29750 1.12402 -0.35 -0.09 0.30
C -1.65003 -5.03438 0.48830 -0.02 0.34 -0.25
N -1.36721 -5.62010 -0.75554 0.50 -0.44 0.55
C 0.05760 -5.39490 -1.15737 -1.11 0.28 -0.15
C 0.66299 -6.74188 -1.52420 0.30 0.10 -0.23
C 0.04369 -7.45707 -2.74904 0.06 -0.11 0.47
C -0.17865 -8.95467 -2.49018 0.31 0.30 -0.56
S -1.72760 -9.43449 -1.76121 0.40 -0.58 0.30
O -2.19641 -10.61575 -2.40618 0.10 0.02 0.07
O -1.58092 -9.39582 -0.33231 -0.19 0.22 -0.03
O -2.67014 -8.23575 -2.18384 -0.29 0.29 0.05
C 0.09111 -4.29599 -2.25659 0.13 -0.24 0.22
C 0.89555 -4.52239 -3.53625 0.25 0.81 -0.10
O 1.68412 -3.35287 -3.79887 0.01 -0.31 -0.11
C 0.02328 -4.70793 -4.79828 0.24 -0.13 0.07
F -0.10510 -3.55550 -5.45939 -0.06 -0.27 -0.23
F 0.58391 -5.61353 -5.62956 -0.10 0.24 0.03
F -1.22041 -5.13913 -4.53174 0.08 -0.10 0.07
C 0.60225 -4.85375 0.17389 0.63 -0.26 0.28
N 1.90431 -4.17224 0.08662 -0.21 -0.40 -0.02
C 2.93786 -4.73872 0.34819 -0.38 0.36 -0.23
S 4.27711 -5.46571 0.66032 0.39 -0.08 0.09
C -0.52838 -4.08938 0.85503 0.41 0.55 -0.24
C -0.75150 -2.60816 0.45409 -0.22 -0.06 0.04
C -2.21076 -2.14204 0.38753 0.06 0.39 0.30
C -2.88250 -2.43792 -0.92925 -0.17 -0.14 -0.09
F -4.25727 -2.20579 -0.82772 0.17 0.04 -0.04
H -1.60190 -6.60138 -0.64777 -0.19 -0.04 -0.52
H 1.73375 -6.60917 -1.69822 0.09 -0.02 0.07
H 0.58942 -7.38333 -0.64491 -0.09 -0.03 0.09
H 0.72900 -7.38717 -3.58936 -0.03 0.00 -0.14
H -0.88875 -6.99215 -3.04894 -0.06 0.06 -0.06
H -0.09435 -9.53215 -3.40703 -0.14 0.01 -0.09
H 0.59312 -9.31084 -1.81186 -0.11 -0.27 0.14
H -3.22873 -8.00144 -1.42417 -0.06 0.03 -0.08
H -0.93835 -4.03066 -2.47451 -0.07 -0.01 -0.18
H 0.54702 -3.41313 -1.82193 0.09 0.04 -0.05
H 1.58441 -5.35924 -3.48873 -0.22 -0.35 0.09
H 2.55436 -3.49649 -3.41406 -0.01 0.08 0.01
H 0.73586 -5.75426 0.78336 0.15 0.03 0.12
H -0.32462 -4.09090 1.92196 -0.42 -0.26 0.16
H -0.26606 -2.34503 -0.48151 0.03 -0.11 0.05
H -0.26723 -1.99741 1.21149 0.18 0.02 -0.01
H -2.79826 -2.52974 1.21894 -0.06 -0.33 -0.06
H -2.19937 -1.05784 0.51068 -0.09 -0.14 0.04
H -2.75574 -3.47035 -1.25574 -0.08 -0.12 0.08
H -2.49450 -1.78707 -1.71689 -0.06 0.04 0.07
C -0.11198 3.68213 1.13342 0.00 0.06 0.03
C 0.05592 4.79312 0.31476 0.00 -0.05 0.01
C 0.00365 4.65985 -1.06283 0.00 0.07 0.07
C -0.20885 3.41058 -1.62880 -0.01 -0.12 -0.03
C -0.35883 2.29004 -0.80559 0.01 0.01 -0.10
C -0.31896 2.43313 0.57481 0.03 0.03 0.07
C -0.53418 0.93258 -1.38873 0.03 0.11 0.01
O -0.66245 -0.04712 -0.67914 0.22 0.35 -0.21
C -0.52853 0.80691 -2.87215 0.02 0.10 0.09
C -0.63172 -0.45393 -3.43611 0.00 -0.15 -0.07
C -0.64805 -0.60607 -4.81019 -0.09 0.14 0.06
C -0.56633 0.51005 -5.63552 0.02 0.03 0.12
C -0.45228 1.77543 -5.07958 0.01 -0.08 -0.06
C -0.42640 1.92842 -3.69783 0.00 0.01 0.04
C -0.27354 3.29150 -3.11490 0.02 0.10 -0.05
O -0.19145 4.27076 -3.82530 0.01 -0.01 0.01
H -0.08335 3.79155 2.20902 -0.03 0.00 0.01
H 0.22716 5.76718 0.75407 0.01 0.01 0.01
H 0.12948 5.51824 -1.70773 -0.02 -0.03 -0.07
H -0.44749 1.56308 1.20289 -0.01 -0.05 -0.03
H -0.69838 -1.31816 -2.78935 0.05 0.04 0.01
H -0.73814 -1.59791 -5.21355 0.00 0.04 -0.18
H -0.58426 0.39233 -6.71067 -0.01 0.00 -0.01
H -0.38064 2.65177 -5.70840 0.01 0.05 0.05
C 3.31804 2.10316 -1.67030 -0.06 -0.03 0.01
C 3.35608 1.20405 -0.60921 -0.03 0.03 -0.03
C 4.28444 1.36665 0.40413 -0.09 -0.07 -0.02
C 5.18474 2.42333 0.35718 0.05 0.07 -0.03
C 5.15637 3.31570 -0.71679 0.05 -0.02 0.08
C 4.21480 3.15551 -1.72535 -0.09 -0.03 -0.06
C 6.13262 4.43880 -0.80988 0.00 0.06 -0.04
O 6.10340 5.21948 -1.73676 0.00 0.00 -0.01
C 7.15046 4.56807 0.27272 -0.05 -0.08 0.02
C 8.10177 5.57633 0.18636 0.08 0.07 0.03
C 9.04751 5.72082 1.18633 -0.01 -0.02 0.03
C 9.04369 4.86296 2.28109 0.00 0.02 -0.03
C 8.10036 3.85427 2.37074 0.09 0.04 0.05
C 7.15499 3.69844 1.36519 -0.05 0.00 -0.08
C 6.16415 2.58866 1.46917 0.00 -0.04 0.06
O 6.15696 1.84396 2.42601 0.00 -0.01 0.00
H 2.58535 1.97992 -2.45857 0.00 -0.02 -0.01
H 2.65644 0.37829 -0.57213 -0.02 0.00 0.00
H 4.31980 0.67860 1.23716 0.05 0.03 0.05
H 4.19362 3.85795 -2.54692 0.06 0.04 0.01
H 8.09308 6.23973 -0.66696 -0.06 -0.02 -0.04
H 9.79021 6.50418 1.11553 0.01 0.01 0.00
H 9.78077 4.98165 3.06398 0.01 0.00 0.01
H 8.08978 3.17975 3.21526 -0.05 -0.05 -0.02
C -4.53900 8.29390 3.76690 0.02 -0.02 -0.01
C -3.51452 7.70254 3.03525 -0.02 0.01 0.02
C -3.31650 6.33432 3.09742 0.04 0.09 -0.05
C -4.13748 5.55104 3.89863 -0.06 -0.03 0.05
C -5.15630 6.14667 4.64447 0.04 -0.08 0.00
C -5.35770 7.51876 4.56964 0.02 0.11 -0.03
C -6.03131 5.33365 5.53798 -0.06 0.02 0.03
O -6.92113 5.84901 6.17954 0.00 0.01 0.01
C -5.77280 3.86711 5.61896 0.06 0.04 -0.05
C -6.54295 3.09340 6.47730 -0.04 -0.09 0.05
C -6.32744 1.72860 6.55768 0.03 -0.01 -0.02
C -5.34570 1.12866 5.77635 -0.02 0.01 0.02
C -4.57243 1.89521 4.92208 -0.01 -0.10 0.04
C -4.77785 3.26666 4.84449 -0.02 0.08 0.00
C -3.91706 4.07727 3.93748 0.03 -0.01 -0.04
O -3.06103 3.55766 3.25313 0.08 -0.04 0.00
H -4.69622 9.36270 3.71089 0.00 0.01 0.00
H -2.87189 8.31216 2.41412 0.00 0.01 -0.01
H -2.52845 5.86237 2.52688 -0.02 -0.07 0.00
H -6.15520 7.96793 5.14453 -0.02 -0.06 0.04
H -7.30615 3.56910 7.07688 0.00 0.07 -0.03
H -6.92617 1.12792 7.22912 -0.01 -0.01 0.00
H -5.18392 0.06079 5.83666 0.00 -0.01 0.00
H -3.80527 1.43993 4.31180 0.03 0.05 -0.03
```
Forces are in eV/Å.

The charge is 0. Its SMILES is O=C1N[C@@](CCCS(=O)(=O)O)(C[C@H](O)C(F)(F)F)[C@@H](N=C=S)[C@H]1CCCF.O=C1c2ccccc2C(=O)c2ccccc21.O=C1c2ccccc2C(=O)c2ccccc21.O=C1c2ccccc2C(=O)c2ccccc21. Its gap between HOMO and LUMO is 8.66 eV. The value obtained for the LUMO energy is -1.2 eV.



(2)
A structure of composition C35H28BrN2PV. Source: OMol25; level of theory: ωB97M-V/def2-TZVPD.

The geometry in XYZ format:
```
68
Properties=species:S:1:pos:R:3:forces:R:3
V 0.17117 0.09792 0.73587 1.15 1.07 1.21
C -1.27019 -5.15843 1.49678 -0.04 -0.05 0.01
C -0.10300 -4.40191 1.55338 0.02 -0.08 0.02
C -0.17704 -3.03572 1.37241 0.21 -0.06 0.03
C -1.41148 -2.44570 1.13496 -0.08 0.60 -0.04
C -2.58688 -3.18424 1.08055 -0.18 -0.02 -0.03
C -2.50406 -4.55300 1.26289 0.01 -0.03 0.00
N -1.39737 -1.02902 0.95373 -1.11 -0.74 -0.04
N -2.47989 -0.37200 0.87216 0.44 -0.16 0.18
C -2.32023 1.01318 0.78647 0.44 -0.17 -0.16
C -3.46114 1.79578 0.78796 -0.13 0.11 0.00
C -3.31889 3.17726 0.78790 0.01 0.06 0.00
C -2.05505 3.77742 0.79622 -0.08 0.07 0.00
C -0.89396 3.01554 0.79499 -0.21 -0.18 -0.03
C -1.02092 1.63031 0.75720 0.52 -0.44 -0.08
H -1.21787 -6.22973 1.64461 -0.02 0.03 -0.01
H 0.84867 -4.87780 1.75090 -0.04 0.01 -0.01
H 0.72911 -2.43531 1.45033 0.03 0.04 0.00
H -3.53495 -2.69365 0.90244 0.01 -0.03 0.01
H -3.40440 -5.15322 1.22773 0.04 0.02 0.00
H -4.43293 1.31673 0.81802 0.03 0.03 0.00
H -4.20349 3.80216 0.80090 0.04 -0.01 -0.01
H -1.97798 4.85757 0.80773 -0.03 -0.02 0.00
H 0.07240 3.49836 0.80840 0.07 0.00 0.01
Br -0.30520 0.16901 3.56375 -0.08 -0.09 -0.34
C 1.53411 0.33432 3.99428 -0.34 0.00 0.18
C 1.97136 0.44881 5.27670 0.19 0.03 0.25
C 3.36334 0.56356 5.49346 -0.13 0.00 0.04
C 4.23914 0.54586 4.44161 0.10 0.01 -0.05
C 3.76647 0.41304 3.11528 0.35 0.00 -0.10
C 4.63469 0.36001 1.99004 -0.02 0.01 0.08
C 4.16846 0.20895 0.70394 0.01 0.00 0.07
C 2.78445 0.11540 0.48191 -0.32 0.02 -0.03
C 1.92063 0.19165 1.56317 -0.92 0.04 -0.30
C 2.37755 0.31568 2.89927 0.20 -0.06 -0.48
H 1.28108 0.45199 6.11044 0.04 0.01 0.01
H 3.72955 0.66170 6.50609 -0.01 0.00 0.00
H 5.30566 0.62990 4.61414 -0.04 -0.01 0.01
H 5.70353 0.43459 2.15983 -0.04 0.00 0.00
H 4.84943 0.16029 -0.13476 0.00 0.00 0.03
H 2.44283 -0.00520 -0.54841 0.01 0.04 0.05
C 0.46210 -1.99140 -1.95750 0.00 0.03 -0.04
P -0.06416 -0.28555 -1.66455 0.01 -0.13 -0.25
C -1.73626 -0.10190 -2.24615 -0.04 -0.06 0.06
C -2.64625 -1.15456 -2.10654 -0.06 -0.01 -0.05
C -3.93793 -1.00756 -2.58309 0.00 0.00 0.02
C -4.32073 0.18502 -3.18864 -0.03 0.02 -0.02
C -3.41730 1.23369 -3.31959 0.01 0.03 0.01
C -2.12048 1.09846 -2.84579 -0.11 0.05 -0.03
C 1.03103 0.82386 -2.53788 0.01 0.05 0.02
C 1.36963 0.52460 -3.86009 0.02 0.05 -0.04
C 2.18100 1.39699 -4.56792 0.02 0.00 -0.01
C 2.65686 2.55623 -3.96470 0.01 -0.02 -0.03
C 2.32133 2.85746 -2.65069 -0.03 -0.03 0.02
C 1.50582 1.99244 -1.93792 0.02 0.06 -0.22
H 0.39728 -2.17520 -3.03002 0.02 -0.07 -0.04
H -0.18980 -2.69298 -1.44215 -0.02 -0.04 0.01
H 1.48963 -2.14608 -1.62941 0.03 0.01 0.00
H -2.35420 -2.09423 -1.65174 0.00 0.00 -0.03
H -4.64151 -1.82663 -2.50039 0.02 0.04 -0.01
H -5.32706 0.29080 -3.57496 0.04 0.00 0.01
H -3.71709 2.15257 -3.80759 0.00 -0.04 0.01
H -1.41313 1.91005 -2.96983 0.01 -0.02 0.00
H 0.99374 -0.36580 -4.34922 0.01 0.01 0.00
H 2.44042 1.17309 -5.59455 0.00 0.01 0.03
H 3.29258 3.22982 -4.52461 -0.02 -0.01 0.00
H 2.68976 3.76443 -2.18957 -0.01 -0.02 -0.01
H 1.23800 2.24035 -0.92017 -0.04 0.05 0.12
```
Forces are in eV/Å.

The charge is +3. Its gap between HOMO and LUMO is 5.57 eV. For the energy relative to the best compared isomer or geometry (same formula, charge and spin), the calculation gives 2.9 kcal/mol. The value obtained for the LUMO energy is -11.5 eV.